No. 1
{"formula": "C21H21N3O2S2", "method": "ωB97M-V/def2-TZVPD", "homo_energy_ha": -0.3133, "smiles": "Cc1cc(C)cc(NS(=O)(=O)c2ccc(NC(=S)Nc3ccccc3)cc2)c1", "e_tot_ha": -1923.9843, "elements": ["C", "C", "C", "C", "C", "C", "C", "N", "S", "O", "O", "C", "C", "C", "C", "N", "C", "S", "N", "C", "C", "C", "C", "C", "C", "C", "C", "C", "H", "H", "H", "H", "H", "H", "H", "H", "H", "H", "H", "H", "H", "H", "H", "H", "H", "H", "H", "H", "H"], "xyz": [[1.593, 2.754, 1.961], [2.586, 2.002, 1.130], [3.083, 2.563, -0.038], [3.976, 1.875, -0.848], [4.509, 2.507, -2.098], [4.371, 0.596, -0.483], [3.871, 0.017, 0.676], [4.234, -1.310, 0.976], [3.669, -2.467, -0.111], [3.792, -3.728, 0.558], [4.313, -2.283, -1.373], [1.947, -1.999, -0.226], [1.051, -2.528, 0.683], [-0.236, -2.032, 0.736], [-0.613, -0.977, -0.098], [-1.917, -0.500, 0.003], [-2.374, 0.762, -0.226], [-1.419, 2.091, -0.440], [-3.722, 0.937, -0.178], [-4.755, -0.004, -0.166], [-4.654, -1.241, -0.800], [-5.720, -2.123, -0.767], [-6.894, -1.786, -0.117], [-7.009, -0.545, 0.490], [-5.950, 0.342, 0.465], [0.292, -0.474, -1.032], [1.572, -0.989, -1.092], [2.987, 0.722, 1.482], [1.927, 3.776, 2.130], [1.436, 2.270, 2.922], [0.639, 2.799, 1.435], [2.760, 3.554, -0.324], [3.722, 3.045, -2.622], [5.293, 3.222, -1.849], [4.930, 1.756, -2.761], [5.044, 0.022, -1.099], [4.000, -1.597, 1.916], [1.377, -3.326, 1.332], [-0.949, -2.443, 1.436], [-2.566, -1.119, 0.475], [-4.001, 1.909, -0.139], [-3.765, -1.500, -1.354], [-5.631, -3.077, -1.264], [-7.721, -2.479, -0.095], [-7.927, -0.266, 0.984], [-6.039, 1.310, 0.935], [-0.002, 0.319, -1.697], [2.287, -0.620, -1.808], [2.602, 0.261, 2.382]]}

***

No. 2
{"formula": "C43H55F5N2O6PRbSi2Te", "method": "ωB97M-V/def2-TZVPD", "homo_energy_ha": -0.0665, "charge": -2, "e_tot_ha": -3944.4295, "elements": ["Rb", "O", "C", "O", "C", "C", "C", "C", "C", "O", "C", "C", "O", "O", "H", "H", "H", "H", "H", "H", "H", "H", "C", "C", "C", "C", "C", "O", "C", "N", "C", "C", "C", "C", "C", "C", "P", "C", "C", "C", "C", "C", "C", "C", "C", "C", "C", "C", "C", "H", "H", "H", "H", "H", "H", "H", "H", "H", "H", "H", "H", "H", "H", "H", "H", "H", "H", "H", "H", "H", "H", "H", "H", "N", "C", "H", "F", "C", "F", "C", "F", "F", "F", "C", "Si", "C", "C", "C", "Te", "C", "Si", "C", "C", "C", "H", "H", "H", "H", "H", "H", "H", "H", "H", "H", "H", "H", "H", "H", "H", "H", "H", "H", "H", "H", "H", "H"], "xyz": [[0.503, -0.454, -0.419], [1.437, -3.578, -3.136], [1.300, -2.364, -2.894], [0.228, -1.706, -2.813], [2.640, -1.557, -2.762], [2.554, -0.021, -2.860], [3.834, 0.528, -3.496], [4.864, 0.227, -2.379], [3.957, -0.290, -1.243], [2.744, 0.445, -1.497], [3.532, -1.745, -1.489], [2.958, -2.392, -0.179], [3.765, -2.516, 0.753], [1.736, -2.695, -0.194], [3.231, -1.912, -3.610], [1.597, 0.339, -3.237], [4.073, 0.043, -4.444], [3.733, 1.602, -3.666], [5.609, -0.517, -2.669], [5.393, 1.132, -2.071], [4.297, -0.098, -0.227], [4.412, -2.344, -1.727], [-2.659, -1.335, -0.802], [-3.165, 0.106, -0.894], [-4.693, 0.107, -0.865], [-2.620, 0.785, -2.156], [-3.363, 2.020, -2.679], [-2.315, 2.850, -3.218], [-1.173, 2.393, -2.614], [-1.254, 1.308, -1.973], [0.047, 3.191, -2.871], [0.212, 3.587, -4.197], [1.323, 4.308, -4.600], [2.265, 4.658, -3.650], [2.090, 4.285, -2.323], [0.994, 3.535, -1.887], [0.762, 3.017, -0.082], [-0.637, 4.190, 0.135], [-1.866, 3.665, 0.530], [-2.994, 4.477, 0.588], [-2.908, 5.821, 0.258], [-1.684, 6.356, -0.126], [-0.560, 5.545, -0.191], [2.198, 3.868, 0.653], [2.107, 4.858, 1.627], [3.251, 5.346, 2.246], [4.498, 4.841, 1.911], [4.597, 3.832, 0.963], [3.455, 3.344, 0.344], [-2.767, -1.731, 0.208], [-1.626, -1.446, -1.128], [-3.228, -1.974, -1.487], [-2.804, 0.672, -0.028], [-5.099, -0.376, -1.760], [-5.111, 1.114, -0.799], [-5.053, -0.457, 0.000], [-2.559, 0.022, -2.943], [-3.850, 2.584, -1.878], [-4.075, 1.814, -3.475], [-0.548, 3.312, -4.919], [1.444, 4.590, -5.639], [3.140, 5.234, -3.930], [2.833, 4.602, -1.608], [-1.921, 2.635, 0.851], [-3.938, 4.051, 0.909], [-3.789, 6.452, 0.301], [-1.603, 7.406, -0.384], [0.385, 5.964, -0.515], [1.132, 5.216, 1.931], [3.158, 6.107, 3.012], [5.388, 5.213, 2.406], [5.562, 3.404, 0.716], [3.529, 2.532, -0.374], [-1.051, 1.745, 2.715], [0.143, 2.210, 2.598], [-1.231, 1.202, 3.568], [2.422, 2.127, 3.220], [1.152, 1.973, 3.718], [1.007, 2.945, 4.686], [1.235, 0.624, 4.465], [2.064, 0.687, 5.533], [1.680, -0.341, 3.663], [0.043, 0.227, 4.954], [-3.024, -1.292, 3.272], [-3.128, -3.165, 3.319], [-4.161, -3.817, 1.878], [-4.062, -3.645, 4.901], [-1.434, -3.959, 3.354], [0.091, -3.264, 1.961], [-0.638, -4.297, 0.237], [0.181, -5.945, -0.097], [-0.010, -7.056, 1.430], [-0.737, -6.762, -1.534], [1.987, -5.767, -0.551], [-3.999, -0.854, 3.035], [-2.303, -0.915, 2.542], [-2.719, -0.899, 4.248], [-5.166, -3.384, 1.913], [-4.264, -4.905, 1.952], [-3.738, -3.588, 0.900], [-5.071, -3.221, 4.918], [-3.532, -3.277, 5.784], [-4.153, -4.731, 4.991], [-1.500, -5.049, 3.280], [-0.972, -3.750, 4.325], [-0.450, -3.637, -0.615], [-1.720, -4.400, 0.359], [-1.060, -7.296, 1.630], [0.411, -6.582, 2.320], [0.523, -7.999, 1.269], [-1.805, -6.867, -1.319], [-0.336, -7.758, -1.747], [-0.620, -6.146, -2.430], [2.594, -5.413, 0.286], [2.068, -5.044, -1.369], [2.376, -6.734, -0.890]]}

***

No. 3
{"formula": "C27H38BIrN6O6S5", "method": "ωB97M-V/def2-TZVPD", "spin_multiplicity": 6, "homo_energy_ha": [-0.3977, -0.3921], "charge": 1, "e_tot_ha": -3951.5693, "elements": ["Ir", "C", "C", "C", "C", "N", "C", "C", "N", "B", "N", "C", "C", "N", "C", "S", "C", "C", "C", "C", "N", "C", "C", "N", "C", "S", "C", "C", "C", "C", "C", "S", "H", "H", "H", "H", "H", "H", "H", "H", "H", "H", "H", "H", "H", "H", "H", "H", "H", "H", "H", "H", "H", "H", "H", "H", "H", "H", "H", "H", "H", "H", "H", "H", "H", "H", "O", "S", "O", "O", "C", "C", "C", "C", "C", "C", "S", "O", "O", "O", "H", "H", "H", "H"], "xyz": [[1.350, 1.033, -1.117], [-0.225, 1.352, -4.301], [-0.828, 0.025, -4.752], [-1.990, 0.345, -5.690], [0.179, -0.849, -5.497], [-1.370, -0.748, -3.562], [-2.684, -1.177, -3.479], [-2.806, -1.877, -2.339], [-1.577, -1.880, -1.710], [-1.481, -2.546, -0.317], [-2.022, -1.602, 0.805], [-2.197, -2.106, 2.051], [-2.591, -1.091, 2.869], [-2.706, 0.034, 2.112], [-2.399, -0.285, 0.816], [-2.597, 0.691, -0.546], [-3.041, 1.355, 2.785], [-3.138, 2.536, 1.827], [-1.907, 1.629, 3.775], [-4.382, 1.178, 3.498], [-0.014, -3.057, -0.076], [0.411, -4.008, -0.934], [1.722, -4.282, -0.664], [2.095, -3.518, 0.388], [1.007, -2.764, 0.780], [0.937, -1.688, 2.055], [3.526, -3.421, 0.883], [3.607, -3.712, 2.382], [4.041, -2.026, 0.544], [4.360, -4.469, 0.150], [-0.706, -1.198, -2.472], [0.999, -1.050, -2.164], [0.053, 1.921, -5.187], [0.667, 1.222, -3.697], [-0.952, 1.936, -3.733], [-1.589, 0.926, -6.519], [-2.756, 0.950, -5.201], [-2.444, -0.553, -6.111], [0.535, -0.310, -6.375], [-0.296, -1.774, -5.833], [1.038, -1.094, -4.876], [-3.425, -0.950, -4.220], [-3.669, -2.356, -1.908], [-2.171, -3.533, -0.336], [-2.005, -3.141, 2.283], [-2.785, -1.104, 3.926], [-2.215, 2.702, 1.266], [-3.321, 3.413, 2.448], [-3.965, 2.438, 1.127], [-0.946, 1.635, 3.256], [-1.869, 0.891, 4.578], [-2.060, 2.608, 4.226], [-5.169, 0.945, 2.778], [-4.641, 2.113, 3.995], [-4.359, 0.395, 4.257], [-0.228, -4.409, -1.705], [2.381, -4.970, -1.158], [3.184, -2.914, 2.985], [4.660, -3.811, 2.645], [3.107, -4.652, 2.625], [3.491, -1.258, 1.083], [3.962, -1.834, -0.528], [5.090, -1.949, 0.832], [3.990, -5.482, 0.319], [5.372, -4.416, 0.547], [4.424, -4.275, -0.923], [1.386, 3.219, -1.620], [0.303, 3.623, -0.691], [-0.549, 4.669, -1.163], [-0.406, 2.364, -0.318], [1.025, 4.177, 0.854], [0.536, 5.397, 1.301], [0.916, 5.902, 2.536], [1.786, 5.189, 3.336], [2.283, 3.968, 2.904], [1.914, 3.449, 1.670], [2.597, 1.832, 1.316], [3.225, 1.883, -0.016], [3.453, 1.484, 2.410], [1.414, 0.926, 1.174], [-0.139, 5.946, 0.661], [0.529, 6.858, 2.864], [2.089, 5.578, 4.300], [2.976, 3.404, 3.512]]}

***

No. 4
{"formula": "C14H7BrIrO3S9", "method": "ωB97M-V/def2-TZVPD", "homo_energy_ha": -0.1542, "charge": -1, "e_tot_ha": -7025.6035, "elements": ["Ir", "O", "C", "S", "C", "C", "S", "S", "S", "Br", "C", "C", "C", "C", "C", "C", "C", "O", "O", "H", "H", "H", "H", "C", "S", "C", "C", "S", "S", "C", "S", "S", "H", "H", "H"], "xyz": [[-1.444, 0.748, 0.857], [-0.431, -1.883, 7.120], [-0.688, -1.359, 6.076], [0.068, 0.132, 5.499], [-0.796, 0.262, 3.971], [-1.705, -0.733, 3.698], [-2.728, -0.820, 2.340], [-1.863, -1.992, 4.921], [-0.498, 1.643, 3.024], [3.990, -4.751, -3.367], [2.755, -3.705, -2.360], [3.212, -2.998, -1.262], [2.320, -2.222, -0.549], [0.989, -2.157, -0.938], [0.546, -2.881, -2.037], [1.428, -3.668, -2.752], [0.055, -1.251, -0.204], [-1.041, -0.953, -0.743], [0.414, -0.770, 0.891], [4.251, -3.047, -0.974], [2.641, -1.651, 0.308], [-0.493, -2.814, -2.319], [1.088, -4.235, -3.606], [-0.523, 1.317, -2.553], [0.160, 2.031, -1.007], [-0.697, 3.570, -0.953], [-1.939, 3.760, -0.434], [-2.999, 2.576, 0.198], [-2.491, 5.438, -0.444], [-1.033, 6.153, -1.086], [-0.829, 7.762, -1.287], [0.178, 4.981, -1.505], [0.251, 0.666, -2.948], [-0.737, 2.114, -3.257], [-1.410, 0.736, -2.319]]}

***

No. 5
{"formula": "CH2OS", "method": "ωB97M-V/def2-TZVPD", "homo_energy_ha": [-0.3273, -0.3432], "e_tot_ha": -512.5105, "elements": ["C", "O", "S", "H", "H"], "xyz": [[0.002, -0.349, -0.147], [-1.026, 0.335, 0.474], [-0.597, 0.935, -1.105], [1.519, 0.496, 0.917], [0.101, -1.417, -0.139]]}

***

No. 6
{"formula": "C33H27BaBr4NO4P2S2", "method": "ωB97M-V/def2-TZVPD", "homo_energy_ha": -0.0724, "charge": -2, "e_tot_ha": -13430.3983, "elements": ["Ba", "Br", "C", "C", "Br", "C", "Br", "C", "O", "C", "O", "C", "Br", "N", "C", "C", "O", "O", "H", "H", "H", "H", "S", "P", "S", "C", "C", "C", "C", "C", "C", "C", "C", "C", "C", "C", "C", "H", "H", "H", "H", "H", "H", "H", "H", "H", "H", "C", "P", "C", "C", "C", "C", "C", "C", "C", "C", "C", "C", "C", "C", "H", "H", "H", "H", "H", "H", "H", "H", "H", "H", "H", "H", "H"], "xyz": [[-0.932, 0.346, -0.202], [4.473, -4.606, 1.360], [2.924, -3.807, 0.615], [2.074, -4.526, -0.186], [2.444, -6.340, -0.602], [0.910, -3.922, -0.685], [-0.289, -4.861, -1.810], [0.550, -2.611, -0.379], [-0.542, -2.074, -0.789], [1.473, -1.837, 0.454], [1.195, -0.612, 0.744], [2.621, -2.470, 0.917], [3.780, -1.408, 1.971], [-1.722, 4.371, 1.954], [-2.818, 3.412, 2.013], [-2.619, 2.308, 0.984], [-2.024, 2.636, -0.084], [-3.020, 1.146, 1.221], [-2.031, 5.280, 2.277], [-1.450, 4.451, 0.978], [-3.799, 3.856, 1.779], [-2.889, 2.962, 3.006], [-1.350, 2.770, -5.584], [-0.444, 1.129, -4.885], [0.488, 1.120, -3.134], [0.766, 0.549, -6.135], [1.554, -0.563, -5.843], [2.457, -1.047, -6.769], [2.590, -0.419, -8.002], [1.813, 0.688, -8.296], [0.901, 1.168, -7.368], [-1.647, -0.271, -4.912], [-2.664, -0.304, -5.861], [-3.535, -1.374, -5.925], [-3.404, -2.438, -5.040], [-2.391, -2.422, -4.096], [-1.515, -1.347, -4.039], [1.466, -1.037, -4.874], [3.061, -1.912, -6.526], [3.303, -0.792, -8.728], [1.916, 1.182, -9.255], [0.281, 2.031, -7.574], [-2.774, 0.542, -6.530], [-4.328, -1.385, -6.664], [-4.092, -3.273, -5.092], [-2.253, -3.236, -3.396], [-0.716, -1.375, -3.310], [1.846, 1.925, 2.899], [0.245, 1.134, 3.271], [-0.324, 2.059, 4.741], [0.173, 3.304, 5.109], [-0.334, 3.974, 6.212], [-1.347, 3.413, 6.967], [-1.862, 2.175, 6.605], [-1.359, 1.511, 5.502], [0.770, -0.430, 4.048], [0.320, -1.628, 3.511], [0.744, -2.841, 4.035], [1.609, -2.864, 5.116], [2.042, -1.672, 5.679], [1.624, -0.466, 5.148], [1.661, 2.929, 2.517], [2.302, 1.319, 2.113], [2.524, 1.981, 3.753], [0.954, 3.768, 4.525], [0.069, 4.944, 6.479], [-1.740, 3.933, 7.832], [-2.662, 1.724, 7.180], [-1.770, 0.549, 5.220], [-0.334, -1.628, 2.648], [0.411, -3.760, 3.569], [1.957, -3.809, 5.514], [2.720, -1.684, 6.524], [1.971, 0.463, 5.585]]}

***

No. 7
{"formula": "I5Mg", "method": "ωB97M-V/def2-TZVPD", "homo_energy_ha": 0.0689, "charge": -3, "e_tot_ha": -1688.7653, "elements": ["Mg", "I", "I", "I", "I", "I"], "xyz": [[1.375, -1.072, -0.126], [0.692, -3.472, -0.289], [3.723, -0.189, -0.353], [-1.308, 3.777, -1.310], [-4.339, 0.763, 0.385], [-0.143, 0.191, 1.692]]}

***

The records above give, respectively, F_max values of 0.91 1.29 0.74 2.75 4.53 0.98 1.84 eV/A.
The records above give, respectively, ΔE to the lowest compared entry with this formula, charge and spin values of 116.5 47.1 109.4 149.3 535.5 64.3 0.0 kJ/mol.